No. 1
Here is a 2-piece molecular cluster, C2H7ClOSi overall in a non-equilibrium geometry from the OMol25 dataset. Energies are from wB97M-V/def2-TZVPD.

Computed properties:
HOMO (alpha / beta)   -8.90 / -7.71 eV
Calculated total energy   -24632.8021 eV
Energy above the lowest of the compared OMol25 structures with the same formula, charge and spin   5.575 eV

ORCA input file:
```
! RIJCOSX wB97M-V def2-TZVPD def2/J DEFGRID3
* xyz 0 1
C -0.28010 -2.25086 0.01346
C 0.54479 2.26237 1.14689
O -1.33852 -1.38034 -0.07920
Si -1.58165 0.19109 -0.43335
Cl -3.47707 0.41912 0.05731
H -0.58312 -3.05131 0.67634
H 0.49191 -1.61316 0.52805
H 0.26625 -2.71372 -0.85597
H 0.34928 2.72837 2.11132
H 1.21366 1.34831 1.19426
H 0.41598 2.86167 0.36344
H -1.55403 0.56813 -1.79228
*
```

***

No. 2
Here is one molecule with the formula C4H9NOS in a non-equilibrium geometry from the OMol25 dataset. Energies are from wB97M-V/def2-TZVPD.

Computed properties:
HOMO   -9.33 eV
Calculated total energy   -18666.3480 eV
Energy above the lowest of the compared OMol25 structures with the same formula, charge and spin   1.178 eV

ORCA input file:
```
! RIJCOSX wB97M-V def2-TZVPD def2/J DEFGRID3
* xyz 0 1
O -0.44581 -3.24777 0.06442
C -0.32282 -2.05245 -0.00855
N -1.19324 -1.13844 -0.51523
C -1.31351 0.23294 0.01323
C -0.08800 0.82891 0.66949
C 0.97561 1.19753 -0.35090
S 2.67443 1.27485 0.32393
H 0.64313 -1.61383 0.30782
H -2.11724 -1.47558 -0.74626
H -2.26081 0.39729 0.53795
H -1.58374 0.82915 -0.87991
H 0.25979 0.08839 1.37655
H -0.29435 1.74963 1.21293
H 0.88883 2.22683 -0.68429
H 0.97673 0.58213 -1.24718
H 3.20098 0.12042 -0.07400
*
```

***

No. 3
Here is a 2-piece molecular cluster, C11H24BrO2P overall from the OMol25 dataset. Energies are from wB97M-V/def2-TZVPD.

Computed properties:
HOMO   -8.92 eV
Calculated total energy   -95222.6699 eV
Energy above the lowest of the compared OMol25 structures with the same formula, charge and spin   0.000 eV

ORCA input file:
```
! RIJCOSX wB97M-V def2-TZVPD def2/J DEFGRID3
* xyz 0 1
C -3.95009 2.30828 -0.14316
C -2.68273 1.63930 0.38401
C -2.23804 0.45433 -0.48479
P -1.29707 -0.95662 0.29180
Br 0.70436 -0.65929 -0.71890
C -0.83507 -0.30945 1.94843
C 0.14814 -1.23465 2.66782
C 0.28237 -0.92392 4.15576
C 0.98129 0.40057 4.42142
O 2.27238 0.39974 3.83518
C 2.55418 1.52173 3.02911
H -4.72720 1.56573 -0.33459
H -4.34317 3.01928 0.58406
H -3.75851 2.84549 -1.07351
H -1.87653 2.37670 0.40831
H -2.85163 1.33622 1.41830
H -3.11597 -0.01078 -0.94380
H -1.62725 0.81291 -1.31261
H -1.77664 -0.25621 2.50953
H -0.44301 0.70671 1.87246
H 1.13034 -1.13339 2.20426
H -0.15321 -2.27752 2.53306
H -0.71048 -0.87821 4.61779
H 0.83150 -1.72502 4.65512
H 1.08691 0.55813 5.50066
H 0.38312 1.23022 4.02535
H 3.61842 1.50094 2.79841
H 1.98950 1.48996 2.08800
H 2.32799 2.46090 3.54703
C 1.45917 -0.89787 -4.43837
C 1.22118 -1.71805 -5.68290
C 2.44448 -2.30904 -6.34409
O 0.11248 -1.89405 -6.12872
H 0.51300 -0.53282 -4.04832
H 1.95385 -1.50430 -3.67766
H 2.11533 -0.05570 -4.66728
H 2.96895 -2.96121 -5.64331
H 3.13583 -1.51388 -6.62931
H 2.15186 -2.87516 -7.22454
*
```

***

No. 4
Here is a 2-piece molecular cluster, C5H14 overall in a non-equilibrium geometry from the OMol25 dataset. Energies are from wB97M-V/def2-TZVPD.

Computed properties:
HOMO   -11.33 eV
Calculated total energy   -5411.6857 eV
Energy above the lowest of the compared OMol25 structures with the same formula, charge and spin   0.364 eV

ORCA input file:
```
! RIJCOSX wB97M-V def2-TZVPD def2/J DEFGRID3
* xyz 0 1
C -0.79481 -3.04027 0.17220
C -0.23730 -1.65517 -0.12280
C 0.19500 -0.88523 1.13887
H 0.02582 -3.75458 0.26687
H -1.43708 -3.44104 -0.60503
H -1.35389 -3.08977 1.10048
H 0.56676 -1.72357 -0.85350
H -1.00537 -1.05984 -0.62883
H 1.25596 -1.03959 1.34965
H -0.07087 0.16800 1.07938
H -0.32784 -1.25799 2.02872
C 0.52712 2.22908 -1.19827
C 0.27960 3.12095 0.02147
H 1.43628 2.53962 -1.69629
H 0.71132 1.21871 -0.86266
H -0.33595 2.12983 -1.84036
H 1.04499 3.87288 0.22006
H -0.64922 3.71143 0.00696
H 0.13988 2.52828 0.92064
*
```

***

No. 5
Here is C22H42Cl3CrN4O4Si as an isolated structure in a non-equilibrium geometry from the OMol25 dataset. Energies are from wB97M-V/def2-TZVPD.

Computed properties:
HOMO (alpha / beta)   -2.72 / -4.72 eV
Calculated total energy   -111518.1375 eV

ORCA input file:
```
! RIJCOSX wB97M-V def2-TZVPD def2/J DEFGRID3
* xyz -1 5
C -4.04695 0.63745 -1.78297
C -3.21334 1.81594 -2.16870
H -4.57188 0.87543 -0.84942
H -3.44726 -0.26402 -1.62333
H -4.84038 0.45144 -2.52785
C -3.84804 2.97798 -2.37290
C -5.29160 3.16162 -2.06199
H -3.35778 3.83953 -2.82376
H -5.54537 2.89353 -1.02494
H -5.96511 2.58765 -2.71670
H -5.53014 4.21641 -2.20798
Cr -0.15455 -1.26614 -0.32532
Cl -0.65865 -3.38622 -0.49183
Cl 0.16473 -0.96259 -2.52405
C 2.62867 -2.06662 -0.73194
O 1.79416 -1.59074 0.07811
N 3.91631 -1.66935 -0.80007
C 4.48680 -0.80224 0.23789
C 4.53256 -1.63052 -2.11704
H 2.33686 -2.83466 -1.46757
H 4.35766 -1.27731 1.22666
H 3.99660 0.18995 0.24433
H 5.55381 -0.67876 0.00334
H 4.37057 -2.58453 -2.63000
H 5.60231 -1.44089 -2.00766
H 4.09640 -0.83174 -2.73837
H -3.06782 -3.17122 4.45405
H -2.83672 -0.29828 2.44048
C -2.54241 -2.31085 4.89688
C -2.49634 -0.24709 3.49206
N -1.89727 -1.51317 3.87011
H -1.78197 -2.68479 5.59418
C -0.74347 -1.95757 3.32501
O -0.14178 -1.45288 2.37221
H -1.77557 0.57997 3.55917
H -0.36654 -2.87069 3.81943
H -3.25458 -1.67564 5.42594
H -3.35898 -0.08618 4.14380
O -1.06803 1.44068 -1.07981
C -1.70659 1.64952 -2.34273
C -1.06229 4.08258 -2.49113
C -1.00506 2.79722 -3.03484
H -1.69688 4.23820 -1.60791
C -0.35251 5.11805 -3.09259
H -1.56379 0.73011 -2.92478
C -0.19511 2.51587 -4.13587
H -0.42560 6.11631 -2.65497
C 0.41006 4.86261 -4.23125
C 0.49669 3.56280 -4.75113
H -0.12187 1.48165 -4.47799
H 0.93583 5.68659 -4.71069
H 1.09573 3.36028 -5.63818
Si 0.37117 1.83750 -0.30263
Cl -2.25900 -0.49536 0.39291
C 0.18204 3.56850 0.40377
C 1.85468 1.75127 -1.44975
C 0.84619 0.91515 1.24118
H 0.52287 4.33865 -0.30403
H 0.81110 3.63164 1.30872
H -0.86247 3.76013 0.69669
H 0.00678 0.40341 1.71899
H 1.20638 1.66437 1.96076
H 1.67040 0.20695 1.08427
H 1.93075 2.66348 -2.05637
H 1.77699 0.89558 -2.13545
H 2.79209 1.63992 -0.88375
C 2.88936 -4.23559 4.19507
N 2.39977 -5.35202 3.42568
C 1.33525 -5.25310 2.55490
N 1.02481 -6.48082 1.96230
O 0.69376 -4.22717 2.34600
H 2.43608 -3.31412 3.80813
H 3.98253 -4.17038 4.10792
H 2.64167 -4.33778 5.26384
H 2.68833 -6.28214 3.69524
H 0.38902 -6.36853 1.17837
H 1.82596 -7.07419 1.77182
*
```

***

- Among the records above, which one has the lowest calculated total energy?
  C22H42Cl3CrN4O4Si

***

- Number 4 is which compound?
  C5H14

***

Please write out number 4 again, unchanged.
Here is a 2-piece molecular cluster, C5H14 overall in a non-equilibrium geometry from the OMol25 dataset. Energies are from wB97M-V/def2-TZVPD.

Computed properties:
HOMO   -11.33 eV
Calculated total energy   -5411.6857 eV
Energy above the lowest of the compared OMol25 structures with the same formula, charge and spin   0.364 eV

ORCA input file:
```
! RIJCOSX wB97M-V def2-TZVPD def2/J DEFGRID3
* xyz 0 1
C -0.79481 -3.04027 0.17220
C -0.23730 -1.65517 -0.12280
C 0.19500 -0.88523 1.13887
H 0.02582 -3.75458 0.26687
H -1.43708 -3.44104 -0.60503
H -1.35389 -3.08977 1.10048
H 0.56676 -1.72357 -0.85350
H -1.00537 -1.05984 -0.62883
H 1.25596 -1.03959 1.34965
H -0.07087 0.16800 1.07938
H -0.32784 -1.25799 2.02872
C 0.52712 2.22908 -1.19827
C 0.27960 3.12095 0.02147
H 1.43628 2.53962 -1.69629
H 0.71132 1.21871 -0.86266
H -0.33595 2.12983 -1.84036
H 1.04499 3.87288 0.22006
H -0.64922 3.71143 0.00696
H 0.13988 2.52828 0.92064
*
```